[1]
Below is a structure of composition C7H7CaF12N2O9S4, with properties calculated with ωB97M-V/def2-TZVPD.

Geometry (Å):
Ca  -0.272  0.354  -0.246
C  -3.802  -0.634  1.396
C  -2.441  -1.098  1.913
C  -2.549  -2.244  2.899
O  -1.439  -1.226  0.952
H  -4.176  -0.980  0.430
H  -3.594  0.412  1.101
H  -4.552  -0.498  2.175
H  -2.080  -0.279  2.565
H  -1.612  -2.519  3.380
H  -3.022  -3.117  2.430
H  -3.273  -1.954  3.668
C  1.620  -0.471  3.653
F  2.315  0.340  4.421
F  1.818  -1.723  4.020
F  0.332  -0.158  3.762
S  2.141  -0.380  1.821
O  3.590  -0.290  1.874
O  1.674  -1.555  1.130
N  1.283  0.984  1.164
S  1.817  2.352  1.775
O  0.685  3.149  2.207
O  2.972  2.378  2.626
C  2.460  3.253  0.240
F  3.342  2.533  -0.431
F  1.445  3.523  -0.589
F  3.014  4.394  0.616
C  2.196  0.734  -3.806
F  3.187  0.152  -4.526
F  2.675  1.794  -3.182
F  1.224  1.028  -4.676
S  1.651  -0.589  -2.548
O  1.960  -1.910  -3.005
O  2.352  -0.153  -1.354
N  -0.025  -0.333  -2.385
S  -0.775  -1.226  -3.514
O  -0.391  -1.083  -4.895
O  -1.033  -2.569  -3.057
C  -2.389  -0.290  -3.482
F  -2.189  1.029  -3.662
F  -3.122  -0.654  -4.519
F  -3.019  -0.475  -2.342

The LUMO energy is 1.924 eV. Its HOMO energy is -5.6 eV. The calculated total energy comes out at -123171.496 eV. Its molar mass is 659.46 g mol⁻¹. The calculation puts the energy above the lowest of the compared OMol25 structures with the same formula, charge and spin at 0.0 kcal per mole. Its spin multiplicity is 1. As for the charge: -1. The value obtained for the orbital gap is 7.5 eV.

---

[2]
Below is a cluster of 2 separate species, C7H19N2O in total, with properties calculated with ωB97M-V/def2-TZVPD.

Geometry (Å):
C  1.235  -2.038  -0.440
C  -2.302  1.419  0.319
C  -2.243  -1.080  0.672
C  2.259  0.891  -1.238
C  1.186  -1.058  0.782
C  -1.849  0.102  -0.051
C  0.549  0.287  0.587
N  0.465  1.467  1.472
N  0.856  0.941  -0.768
O  -1.501  -0.061  -1.403
H  1.814  -2.842  -0.279
H  1.505  -1.605  -1.402
H  0.265  -2.509  -0.675
H  -1.844  1.686  1.244
H  -3.378  1.329  0.272
H  -1.852  2.158  -0.401
H  -3.393  -0.895  0.883
H  -2.231  -2.096  0.146
H  -1.700  -1.110  1.574
H  2.375  0.994  -2.246
H  2.886  1.657  -0.673
H  2.685  -0.104  -0.945
H  2.270  -0.695  0.849
H  0.771  -1.577  1.554
H  1.444  1.827  1.568
H  0.151  1.319  2.401
H  0.790  1.962  -0.722
H  0.228  0.684  -1.533
H  -1.441  -1.053  -1.546

The LUMO energy (spin up / spin down) is -2.876 / -2.875 eV. Its HOMO energy (spin up / spin down) is -11.0 / -11.0 eV. The calculated total energy comes out at -12584.505 eV. Its molar mass is 147.24 g mol⁻¹. The calculation puts the energy above the lowest of the compared OMol25 structures with the same formula, charge and spin at 129.0 kcal per mole. Its spin multiplicity is 1. As for the charge: +1. The value obtained for the orbital gap (spin up / spin down) is 8.1 / 8.1 eV.

---

[3]
Below is the ion C4H3BrN with charge +1, with properties calculated with ωB97M-V/def2-TZVPD.

Geometry (Å):
C  -0.602  -1.027  -0.004
C  0.763  -0.498  0.131
C  1.425  1.848  -0.001
C  -1.783  -0.478  -0.224
N  0.935  0.795  0.140
Br  -3.429  0.034  0.092
H  -0.575  -2.071  -0.174
H  1.387  -1.252  0.506
H  1.879  2.650  -0.466

The LUMO energy (spin up / spin down) is -6.224 / -6.225 eV. Its HOMO energy (spin up / spin down) is -12.4 / -12.4 eV. The calculated total energy comes out at -75715.736 eV. Its molar mass is 144.98 g mol⁻¹. The calculation puts the energy above the lowest of the compared OMol25 structures with the same formula, charge and spin at 51.6 kcal per mole. Its spin multiplicity is 1. As for the charge: +1. The value obtained for the orbital gap (spin up / spin down) is 6.2 / 6.2 eV.

---

[4]
Below is an isolated molecule of C2H5N3OS, with properties calculated with ωB97M-V/def2-TZVPD.

Geometry (Å):
N  0.482  2.285  1.147
N  0.820  1.234  0.234
C  -0.123  0.389  0.245
N  -0.078  -0.784  -0.470
S  1.280  -1.028  -1.552
C  -1.066  -1.744  -0.360
O  -0.991  -2.806  -0.913
H  0.758  3.197  0.674
H  1.228  2.238  1.846
H  -1.033  0.498  0.880
H  0.683  -2.160  -1.945
H  -1.961  -1.320  0.216

The LUMO energy is 0.655 eV. The SMILES is N/N=C/N(S)C=O. Its HOMO energy is -9.0 eV. The calculated total energy comes out at -19506.319 eV. Its molar mass is 119.15 g mol⁻¹. The calculation puts the energy above the lowest of the compared OMol25 structures with the same formula, charge and spin at 60.7 kcal per mole. Its spin multiplicity is 1. As for the charge: 0. The value obtained for the orbital gap is 9.7 eV.

---

[5]
Below is a structure of composition C30H29CsN7S2, with properties calculated with ωB97M-V/def2-TZVPD.

Geometry (Å):
Cs  -1.053  0.700  0.248
C  -0.743  -2.989  -0.957
N  -1.477  -2.544  0.214
C  -0.701  -2.730  1.433
C  -1.398  -2.126  2.655
N  -0.813  -0.863  3.081
C  -1.636  -0.232  4.103
C  0.576  -0.867  3.418
C  1.211  -2.054  3.778
C  2.566  -2.103  4.076
C  3.299  -0.927  4.026
C  2.677  0.261  3.682
C  1.312  0.346  3.360
S  0.638  1.901  2.909
C  -2.801  -3.121  0.246
C  -2.954  -4.442  0.657
C  -4.195  -5.057  0.700
C  -5.307  -4.321  0.307
C  -5.163  -3.014  -0.114
C  -3.917  -2.360  -0.164
S  -3.830  -0.699  -0.697
H  -0.524  -4.070  -0.923
H  0.203  -2.445  -1.039
H  -1.339  -2.789  -1.846
H  0.262  -2.233  1.287
H  -0.458  -3.791  1.614
H  -1.443  -2.859  3.478
H  -2.434  -1.911  2.385
H  -1.712  -0.865  5.003
H  -2.643  -0.069  3.710
H  -1.204  0.732  4.365
H  0.632  -2.969  3.817
H  3.033  -3.044  4.339
H  4.360  -0.931  4.249
H  3.249  1.179  3.634
H  -2.073  -5.000  0.956
H  -4.291  -6.083  1.032
H  -6.295  -4.769  0.331
H  -6.032  -2.443  -0.417
N  0.442  5.795  -0.394
C  -0.286  4.674  -0.137
N  0.040  3.495  -0.479
C  1.244  3.265  -1.162
N  1.407  2.020  -1.436
N  2.556  1.623  -2.063
C  2.410  0.696  -2.932
C  1.209  -0.005  -3.459
C  1.429  -0.876  -4.527
C  0.359  -1.577  -5.059
C  -0.892  -1.401  -4.499
C  -1.022  -0.523  -3.427
N  -0.004  0.167  -2.925
C  2.093  4.438  -1.486
C  3.315  4.381  -2.167
C  4.066  5.519  -2.394
C  3.611  6.756  -1.953
C  2.407  6.850  -1.289
C  1.654  5.700  -1.057
H  0.143  6.679  -0.022
H  -1.211  4.837  0.408
H  3.341  0.350  -3.376
H  2.428  -0.998  -4.928
H  0.506  -2.255  -5.891
H  -1.760  -1.935  -4.861
H  -1.984  -0.394  -2.933
H  3.673  3.423  -2.503
H  5.010  5.442  -2.917
H  4.197  7.649  -2.131
H  2.038  7.807  -0.942

The LUMO energy is 1.799 eV. Its HOMO energy is -3.4 eV. The calculated total energy comes out at -64231.427 eV. Its molar mass is 684.65 g mol⁻¹. The calculation puts the energy above the lowest of the compared OMol25 structures with the same formula, charge and spin at 16.3 kcal per mole. Its spin multiplicity is 1. As for the charge: -1. The value obtained for the orbital gap is 5.2 eV.

---

[6]
Below is a structure of composition C4H4KO5, with properties calculated with ωB97M-V/def2-TZVPD.

Geometry (Å):
O  1.630  -0.849  -0.443
C  1.847  0.591  0.987
O  1.913  0.312  2.179
O  2.567  1.367  0.320
H  -1.516  0.441  1.222
O  -0.098  1.281  -0.037
C  -1.307  0.625  0.145
C  -1.329  -0.742  -0.531
O  -0.426  -1.660  0.109
C  0.896  -1.777  0.020
H  -2.222  1.172  -0.169
H  -1.124  -0.800  -1.606
H  -2.324  -1.192  -0.397
K  1.492  1.231  -1.800

The LUMO energy (spin up / spin down) is 1.954 / 1.954 eV. Its HOMO energy (spin up / spin down) is -2.5 / -2.5 eV. The calculated total energy comes out at -30773.697 eV. Its molar mass is 171.17 g mol⁻¹. The calculation puts the energy above the lowest of the compared OMol25 structures with the same formula, charge and spin at 68.9 kcal per mole. Its spin multiplicity is 1. As for the charge: -1. The value obtained for the orbital gap (spin up / spin down) is 4.4 / 4.4 eV.

---

[7]
Below is an isolated molecule of C5H12O2S, with properties calculated with ωB97M-V/def2-TZVPD.

Geometry (Å):
C  0.120  -1.934  1.339
C  -0.867  -0.921  0.934
C  -0.051  0.243  0.416
O  1.146  0.616  1.118
S  -0.946  1.906  0.513
C  0.395  0.074  -1.132
C  0.869  1.438  -1.709
O  -0.547  -0.466  -1.863
H  0.580  -2.423  0.562
H  0.848  -1.407  1.927
H  -0.470  -2.783  1.794
H  -1.576  -1.187  0.090
H  -1.483  -0.583  1.774
H  0.890  1.012  1.936
H  -2.061  1.523  0.986
H  1.325  -0.554  -1.276
H  1.673  1.318  -2.499
H  0.053  1.934  -2.094
H  1.338  2.016  -0.841
H  -1.233  0.178  -1.975

The LUMO energy is 0.641 eV. The SMILES is CC[C@](O)(S)[C@H](C)O. Its HOMO energy is -9.3 eV. The calculated total energy comes out at -20308.422 eV. Its molar mass is 136.22 g mol⁻¹. The calculation puts the energy above the lowest of the compared OMol25 structures with the same formula, charge and spin at 43.7 kcal per mole. Its spin multiplicity is 1. As for the charge: 0. The value obtained for the orbital gap is 10.0 eV.

---

[8]
Below is a cluster of 2 separate species, C8H18O in total, with properties calculated with ωB97M-V/def2-TZVPD.

Geometry (Å):
C  -2.862  0.047  -0.150
C  -1.414  0.158  -0.607
C  -0.526  1.005  -0.090
C  -0.831  1.867  1.141
C  0.905  1.140  -0.537
C  1.404  0.192  -1.646
C  1.798  -1.244  -1.265
C  2.181  -1.485  0.204
H  -3.483  -0.053  -1.037
H  -3.054  -0.783  0.463
H  -3.021  0.962  0.411
H  -1.140  -0.458  -1.461
H  -0.057  2.635  1.173
H  -0.821  1.219  2.014
H  -1.765  2.415  1.013
H  1.592  1.041  0.280
H  0.964  2.141  -0.950
H  2.229  0.713  -2.124
H  0.649  0.168  -2.441
H  2.624  -1.480  -1.943
H  1.010  -1.953  -1.530
H  2.643  -2.458  0.320
H  1.253  -1.370  0.772
H  2.810  -0.675  0.562
O  -0.856  -1.539  2.681
H  -1.644  -1.050  2.909
H  -0.590  -1.156  1.837

The LUMO energy is 0.884 eV. The SMILES is C/C=C(\C)CCCC.O. Its HOMO energy is -9.2 eV. The calculated total energy comes out at -10634.736 eV. Its molar mass is 130.23 g mol⁻¹. The calculation puts the energy above the lowest of the compared OMol25 structures with the same formula, charge and spin at 22.8 kcal per mole. Its spin multiplicity is 1. As for the charge: 0. The value obtained for the orbital gap is 10.1 eV.